Formula: C4H5CdLiO2
Source: the OMol25 dataset
Level of theory: ωB97M-V/def2-TZVPD

```
! RIJCOSX wB97M-V def2-TZVPD def2/J DEFGRID3
* xyz 2 1
Li -3.2440 1.3184 0.6038
O 0.7141 -0.8683 -1.8836
H 1.5870 -0.7869 0.9887
C 1.0476 -0.0395 0.3956
H -0.3849 -1.6460 -0.3792
O -0.9609 0.2978 -0.7744
H 0.3281 1.7349 1.5989
H 1.7739 0.6159 -0.1031
Cd 0.3781 -1.7943 -3.3993
C 0.0247 0.7532 1.2117
C 0.2070 -0.7062 -0.6790
C -1.1626 0.9329 0.3182
H -0.3081 0.1881 2.1016
*
```

Values from the calculation:
E_HOMO (eV): -16.714
Frontier orbital gap (eV): 5.48
E_LUMO (eV): -11.2
Relative energy (zero: lowest compared OMol25 entry of this formula, charge and spin) (kJ/mol): 0.0